(1)
{"formula": "C4H6N2", "method": "ωB97M-V/def2-TZVPD", "lumo_energy_ha": [0.0133, 0.0133], "energy_ha": -265.37328, "e_above_lowest_kcal_mol": 101.8, "homo_lumo_gap_ha": [0.2979, 0.2979], "elements": ["N", "N", "C", "C", "C", "C", "H", "H", "H", "H", "H", "H"], "coordinates": [[3.312, -0.021, -0.364], [-0.148, -0.758, -0.769], [-0.283, 1.059, 0.088], [2.154, -0.020, -0.235], [0.767, -0.044, -0.008], [-1.162, 0.078, -0.637], [-0.028, 1.920, -0.536], [-0.479, -0.913, 1.740], [-1.229, -0.917, 1.676], [-0.083, -1.670, -1.210], [-2.211, -0.097, -0.824], [-0.609, 1.382, 1.079]]}

***

(2)
{"formula": "C9H11BrN2O", "method": "ωB97M-V/def2-TZVPD", "lumo_energy_ha": [0.0173, 0.0172], "energy_ha": -3108.24475, "e_above_lowest_kcal_mol": 27.3, "smiles": "CC/C(Br)=C1/C=CC=CN1.N=C=O", "homo_lumo_gap_ha": [0.2835, 0.2835], "elements": ["Br", "O", "N", "N", "C", "C", "C", "C", "C", "C", "C", "C", "C", "H", "H", "H", "H", "H", "H", "H", "H", "H", "H", "H"], "coordinates": [[1.207, 1.646, -1.963], [-1.378, 0.950, 1.681], [-0.503, -1.530, 0.205], [-1.759, 2.485, -0.100], [-2.667, -1.956, -0.500], [-1.418, 1.708, 0.773], [-2.529, -1.003, -1.519], [-0.342, -0.501, -0.697], [1.704, 0.478, 0.609], [0.610, 0.543, -0.464], [2.030, 1.837, 1.097], [-1.383, -0.365, -1.688], [-1.735, -2.289, 0.340], [1.085, 2.398, 1.030], [-3.456, -0.687, -2.107], [0.141, -1.668, 1.030], [2.720, 2.394, 0.466], [2.402, 1.889, 2.091], [2.492, -0.187, 0.269], [-1.258, 2.759, -0.900], [1.305, -0.056, 1.365], [-1.286, 0.469, -2.335], [-1.652, -2.903, 1.233], [-3.651, -2.393, -0.443]]}

***

(3)
{"formula": "CH3Cl2N4", "method": "ωB97M-V/def2-TZVPD", "lumo_energy_ha": [-0.1855, -0.2731], "energy_ha": -1178.77556, "e_above_lowest_kcal_mol": 0.0, "charge": 1, "homo_lumo_gap_ha": [0.3079, 0.2700], "multiplicity": 3, "elements": ["Cl", "Cl", "N", "N", "N", "N", "C", "H", "H", "H"], "coordinates": [[-1.774, 1.799, 0.276], [-1.876, -2.147, -0.083], [0.168, -0.849, 0.644], [0.534, 0.918, -0.653], [-1.110, -0.619, 0.225], [-0.747, 1.086, -0.900], [1.037, 0.036, 0.171], [2.148, 0.087, 0.412], [0.393, -1.812, 0.994], [1.226, 1.501, -1.088]]}

***

(4)
{"formula": "C18H12AsCl2NO8RhS2", "method": "ωB97M-V/def2-TZVPD", "lumo_energy_ha": 0.0704, "energy_ha": -5413.03170, "e_above_lowest_kcal_mol": 34.2, "charge": -1, "homo_lumo_gap_ha": 0.2606, "elements": ["Rh", "As", "Cl", "Cl", "S", "S", "O", "O", "O", "O", "O", "O", "O", "O", "N", "C", "C", "C", "C", "C", "C", "C", "C", "C", "C", "C", "C", "C", "C", "C", "C", "C", "C", "H", "H", "H", "H", "H", "H", "H", "H", "H", "H", "H", "H"], "coordinates": [[0.047, -0.572, 0.095], [3.193, 0.013, -1.093], [-2.004, 0.946, -1.592], [-4.642, -2.615, 1.521], [-1.934, -1.760, 0.143], [1.060, -2.807, -0.997], [-0.521, 0.011, 1.927], [0.479, -4.030, -1.438], [-0.201, 1.451, 3.588], [4.535, 0.917, -0.994], [0.818, -2.432, 0.436], [2.352, 0.418, -2.592], [0.627, -1.565, -1.702], [2.088, -0.002, 0.152], [0.274, 1.790, 0.109], [0.450, 2.097, 1.395], [1.526, 3.717, -0.498], [3.675, -1.861, -1.331], [5.030, -2.095, -1.533], [0.798, 2.584, -0.816], [-4.562, -1.136, 0.610], [3.300, -4.251, -1.377], [-3.418, 0.422, -0.739], [-3.354, -0.764, 0.004], [-0.110, 1.135, 2.418], [-5.718, 0.797, -0.204], [4.657, -4.467, -1.573], [-5.719, -0.386, 0.516], [5.521, -3.389, -1.653], [-4.555, 1.204, -0.839], [2.818, -2.957, -1.253], [1.706, 4.040, 0.836], [1.150, 3.220, 1.802], [1.606, -0.194, -2.688], [1.254, 3.404, 2.861], [6.581, -3.551, -1.806], [0.664, 2.274, -1.845], [5.694, -1.240, -1.572], [-6.612, -0.733, 1.015], [5.030, -5.479, -1.664], [1.964, 4.312, -1.287], [-6.615, 1.397, -0.273], [-4.516, 2.116, -1.419], [2.612, -5.083, -1.331], [2.286, 4.910, 1.116]]}

***

(5)
{"formula": "C25H53N3O35S8", "method": "ωB97M-V/def2-TZVPD", "lumo_energy_ha": -0.0048, "energy_ha": -6967.08637, "e_above_lowest_kcal_mol": 193.6, "homo_lumo_gap_ha": 0.3430, "elements": ["S", "S", "S", "S", "S", "S", "S", "S", "O", "O", "O", "O", "O", "O", "O", "O", "O", "O", "O", "O", "O", "O", "O", "O", "O", "O", "O", "O", "O", "O", "O", "O", "O", "O", "O", "O", "O", "O", "O", "O", "O", "O", "O", "N", "N", "N", "C", "C", "C", "C", "C", "C", "C", "C", "C", "C", "C", "C", "C", "C", "C", "C", "C", "C", "C", "C", "C", "C", "C", "C", "C", "H", "H", "H", "H", "H", "H", "H", "H", "H", "H", "H", "H", "H", "H", "H", "H", "H", "H", "H", "H", "H", "H", "H", "H", "H", "H", "H", "H", "H", "H", "H", "H", "H", "H", "H", "H", "H", "H", "H", "H", "H", "H", "H", "H", "H", "H", "H", "H", "H", "H", "H", "H", "H"], "coordinates": [[8.235, 25.863, -12.235], [0.574, 14.313, -5.863], [-0.939, 18.354, -12.139], [9.310, 15.185, -9.163], [-0.780, 30.615, -15.004], [11.081, 23.199, -1.551], [8.751, 30.349, -0.614], [-2.832, 22.221, 1.175], [0.984, 15.247, -4.790], [2.710, 32.986, -6.675], [8.992, 30.291, -2.275], [8.494, 15.582, -10.324], [-1.464, 17.464, -11.106], [0.281, 17.419, -12.893], [-0.835, 14.101, -6.189], [9.120, 31.674, -0.071], [1.173, 12.855, -5.720], [1.459, 14.590, -7.217], [0.083, 31.411, -14.146], [-0.786, 29.002, -14.486], [0.156, 19.362, -11.597], [-4.000, 22.626, 0.020], [12.241, 24.051, -1.811], [8.161, 24.474, -11.909], [-1.826, 18.965, -13.127], [2.871, 23.190, -5.291], [11.273, 22.463, -0.073], [9.126, 25.894, -13.589], [7.133, 30.032, -0.829], [9.342, 29.206, 0.188], [9.508, 16.560, -8.298], [6.849, 26.281, -13.114], [-1.711, 23.187, 1.109], [-2.357, 30.751, -14.573], [9.765, 23.863, -1.578], [-3.398, 21.994, 2.529], [-5.225, 28.260, -1.702], [-0.607, 30.764, -16.452], [8.620, 26.872, -11.284], [-2.426, 20.808, 0.349], [11.075, 21.752, -2.319], [10.888, 15.041, -9.537], [8.845, 14.090, -8.380], [1.470, 34.743, -7.119], [-3.175, 27.753, -2.121], [4.201, 24.086, -6.955], [-2.894, 29.774, -13.638], [6.622, 30.775, -1.900], [-2.756, 20.768, -1.015], [8.578, 26.428, -14.677], [-3.890, 21.839, -1.194], [2.381, 35.683, -6.582], [4.686, 21.832, -6.128], [0.780, 32.620, -8.060], [1.733, 13.309, -7.851], [11.565, 16.214, -9.127], [3.467, 25.347, -6.950], [7.124, 26.231, -14.520], [11.255, 21.065, -0.102], [11.612, 20.752, -1.576], [1.600, 17.768, -12.415], [1.266, 12.238, -6.931], [10.528, 17.336, -8.761], [-4.210, 29.652, -3.286], [1.441, 19.232, -12.068], [3.838, 23.103, -6.090], [-1.847, 27.645, -2.741], [1.729, 33.434, -7.180], [7.711, 30.641, -2.839], [-1.867, 28.625, -13.601], [-4.240, 28.468, -2.349], [1.771, 17.160, -11.526], [4.046, 20.966, -5.958], [3.040, 36.130, -7.327], [10.893, 17.875, -7.886], [-1.879, 20.944, -1.637], [0.531, 33.118, -8.997], [-4.867, 21.424, -1.443], [5.582, 22.014, -5.535], [8.949, 27.453, -14.654], [7.373, 29.978, -3.635], [2.980, 35.253, -5.779], [0.287, 11.890, -7.258], [2.660, 25.445, -7.675], [6.893, 25.281, -15.003], [7.841, 31.594, -3.351], [12.685, 20.930, -1.639], [-1.093, 28.402, -2.524], [5.680, 30.321, -2.207], [3.308, 25.603, -5.902], [8.886, 25.916, -15.589], [-0.127, 32.431, -7.486], [-2.473, 27.750, -13.834], [-4.993, 29.796, -4.031], [10.094, 17.993, -9.514], [-2.016, 27.522, -3.811], [0.639, 35.157, -7.518], [-3.213, 29.880, -3.662], [-1.511, 28.627, -12.570], [6.555, 27.009, -15.029], [4.138, 26.163, -7.218], [2.030, 11.462, -6.892], [10.204, 20.818, 0.046], [-1.366, 26.718, -2.426], [1.344, 31.727, -8.330], [11.762, 20.533, 0.703], [2.783, 13.181, -8.115], [6.412, 31.794, -1.576], [2.400, 17.733, -13.154], [1.164, 13.214, -8.776], [12.230, 16.700, -9.841], [2.287, 19.481, -11.427], [5.199, 21.560, -7.051], [-2.810, 30.325, -12.701], [-4.511, 30.538, -2.727], [-3.804, 22.508, -2.050], [-3.295, 27.171, -1.304], [4.748, 23.910, -7.785], [11.238, 19.820, -2.001], [12.145, 16.027, -8.224], [-3.102, 19.769, -1.283], [1.493, 19.781, -13.008], [-3.938, 29.513, -13.812], [1.745, 36.404, -6.069]]}

***

(6)
{"formula": "C5H17N3O", "method": "ωB97M-V/def2-TZVPD", "lumo_energy_ha": 0.0309, "energy_ha": -440.13870, "e_above_lowest_kcal_mol": 50.6, "smiles": "C[C@@H](N)N(C)O.CNC", "homo_lumo_gap_ha": 0.3365, "elements": ["O", "N", "N", "N", "C", "C", "C", "C", "C", "H", "H", "H", "H", "H", "H", "H", "H", "H", "H", "H", "H", "H", "H", "H", "H", "H"], "coordinates": [[1.064, 0.191, -1.126], [0.622, 0.821, 1.696], [-0.924, 0.618, -3.182], [0.227, -0.815, -1.658], [0.181, -1.953, -0.771], [2.041, 0.983, 1.963], [-1.818, 0.494, -0.938], [-0.028, -0.046, 2.660], [-1.078, -0.262, -2.045], [-0.415, -2.731, -1.235], [-1.676, -1.123, -2.369], [-2.045, -0.161, -0.100], [1.199, -2.316, -0.636], [-0.322, 1.393, -2.912], [-1.093, -0.097, 2.442], [0.395, -1.047, 2.574], [-0.246, -1.716, 0.215], [-2.746, 0.879, -1.350], [2.518, 0.003, 1.893], [0.174, 1.734, 1.719], [-1.215, 1.331, -0.592], [2.253, 1.406, 2.961], [-0.448, 0.123, -3.930], [0.807, 0.368, -0.192], [0.097, 0.288, 3.695], [2.476, 1.634, 1.215]]}

***

Q: Number 2 is which compound?
A: C9H11BrN2O

***

Copy entry 4 word for word.
{"formula": "C18H12AsCl2NO8RhS2", "method": "ωB97M-V/def2-TZVPD", "lumo_energy_ha": 0.0704, "energy_ha": -5413.03170, "e_above_lowest_kcal_mol": 34.2, "charge": -1, "homo_lumo_gap_ha": 0.2606, "elements": ["Rh", "As", "Cl", "Cl", "S", "S", "O", "O", "O", "O", "O", "O", "O", "O", "N", "C", "C", "C", "C", "C", "C", "C", "C", "C", "C", "C", "C", "C", "C", "C", "C", "C", "C", "H", "H", "H", "H", "H", "H", "H", "H", "H", "H", "H", "H"], "coordinates": [[0.047, -0.572, 0.095], [3.193, 0.013, -1.093], [-2.004, 0.946, -1.592], [-4.642, -2.615, 1.521], [-1.934, -1.760, 0.143], [1.060, -2.807, -0.997], [-0.521, 0.011, 1.927], [0.479, -4.030, -1.438], [-0.201, 1.451, 3.588], [4.535, 0.917, -0.994], [0.818, -2.432, 0.436], [2.352, 0.418, -2.592], [0.627, -1.565, -1.702], [2.088, -0.002, 0.152], [0.274, 1.790, 0.109], [0.450, 2.097, 1.395], [1.526, 3.717, -0.498], [3.675, -1.861, -1.331], [5.030, -2.095, -1.533], [0.798, 2.584, -0.816], [-4.562, -1.136, 0.610], [3.300, -4.251, -1.377], [-3.418, 0.422, -0.739], [-3.354, -0.764, 0.004], [-0.110, 1.135, 2.418], [-5.718, 0.797, -0.204], [4.657, -4.467, -1.573], [-5.719, -0.386, 0.516], [5.521, -3.389, -1.653], [-4.555, 1.204, -0.839], [2.818, -2.957, -1.253], [1.706, 4.040, 0.836], [1.150, 3.220, 1.802], [1.606, -0.194, -2.688], [1.254, 3.404, 2.861], [6.581, -3.551, -1.806], [0.664, 2.274, -1.845], [5.694, -1.240, -1.572], [-6.612, -0.733, 1.015], [5.030, -5.479, -1.664], [1.964, 4.312, -1.287], [-6.615, 1.397, -0.273], [-4.516, 2.116, -1.419], [2.612, -5.083, -1.331], [2.286, 4.910, 1.116]]}